DFT (ωB97M-V with the def2-TZVPD basis set) results for a 3-piece molecular cluster, C14H36N2O5 overall in a non-equilibrium geometry.

As for the charge: +1. As for the molar mass: 312.45 g/mol. The value obtained for the HOMO-LUMO gap (spin up / spin down) is 7.223 / 2.243 eV. The multiplicity is 2.

Each line ends with the Mulliken charge.
Element x y z (Å)
O 0.203 -1.246 -0.761  -0.23
O -0.644 4.100 -0.273  -0.30
O -5.030 4.562 2.137  -0.41
O 2.949 0.933 -5.292  -0.52
O 2.273 -7.082 0.726  -0.31
N -1.588 5.000 2.444  -0.48
N 2.078 -4.213 0.773  0.06
C 1.366 1.813 -3.745  -0.79
C 1.959 0.528 -4.365  -0.31
C 0.355 -2.354 0.186  -0.74
C -0.752 3.829 2.086  -0.54
C 2.222 -8.506 0.864  -0.79
C 3.280 -4.967 0.377  -0.50
C 3.318 -6.322 1.197  -0.58
C -6.142 3.719 1.682  -0.68
C -2.801 4.626 3.123  -0.65
C -1.053 -0.687 -0.819  -0.77
C 1.611 -3.217 -0.237  -0.40
C 0.101 3.738 -1.405  -0.64
C 0.198 4.072 0.907  -0.60
C -3.749 3.989 2.135  -0.34
H 2.323 -0.143 -3.588  0.21
H -5.725 3.338 0.750  0.32
H 0.886 3.231 0.988  0.41
H 1.278 2.572 -4.523  0.33
H 1.347 -3.828 -1.100  0.36
H -7.033 4.336 1.568  0.24
H -1.296 2.910 1.866  0.26
H -1.834 5.475 1.587  0.29
H -1.305 -0.193 0.119  0.35
H 2.091 2.210 -3.035  0.31
H 0.393 1.592 -3.308  0.19
H -3.331 5.538 3.397  0.42
H 3.388 -6.022 2.242  0.34
H -1.799 -1.435 -1.088  0.36
H 1.009 4.308 -1.598  0.37
H -1.124 0.063 -1.607  0.18
H 2.426 -2.503 -0.350  0.31
H 3.232 -5.140 -0.698  0.35
H -0.571 4.040 -2.208  0.34
H -2.626 3.956 3.965  0.28
H -0.513 -3.013 0.202  0.41
H 3.522 0.184 -5.470  0.29
H -0.211 3.535 2.986  0.43
H 1.233 -0.008 -4.977  0.32
H 0.278 2.662 -1.399  0.04
H -3.797 2.920 2.344  0.33
H 4.203 -6.938 1.033  0.45
H 1.921 -8.811 1.866  0.33
H -3.351 4.034 1.121  0.33
H 1.341 -8.908 0.363  0.28
H 4.219 -4.421 0.465  0.44
H 0.639 5.062 1.023  0.31
H 3.093 -9.082 0.550  0.31
H 1.381 -4.772 1.244  0.37
H 0.453 -1.929 1.185  0.42
H -6.293 2.864 2.342  0.27

DFT (ωB97M-V with the def2-TZVPD basis set) results for a 3-piece molecular cluster, C14H36N8O8P2S3 overall in a non-equilibrium geometry.

As for the charge: -2. As for the molar mass: 602.64 g/mol. The value obtained for the HOMO-LUMO gap is 3.959 eV. The multiplicity is 1.

Each line ends with the Mulliken charge.
Element x y z (Å)
S 4.145 3.971 0.362  0.90
S 0.314 0.259 -0.237  -0.08
S 1.368 3.999 -0.488  0.90
P -0.823 -1.575 -5.190  0.84
P 0.207 0.149 5.181  0.83
O 0.969 3.193 -1.780  -0.54
O 5.463 4.823 0.186  -0.71
O -0.256 0.664 3.796  -0.66
O 5.178 1.424 0.634  -0.63
O 3.869 3.964 1.896  -0.62
O 4.416 1.787 -1.668  -0.66
O -0.885 -1.899 -3.678  -0.73
O 0.286 5.144 -0.387  -0.72
N -0.752 -1.203 -6.929  -0.03
N 0.272 -0.312 -4.918  0.30
N 0.740 -0.443 6.773  -0.03
N -1.420 0.081 5.759  0.17
N 1.130 2.989 0.916  -0.39
N 2.926 4.776 -0.594  -0.39
N -2.480 -1.085 -5.207  0.15
N 0.764 -1.300 4.502  0.24
C -2.300 -1.056 5.506  -1.10
C 2.106 -1.202 3.925  -1.17
C -2.204 1.291 5.435  -1.16
C -3.373 -2.025 -4.496  -1.12
C -0.847 -2.475 -7.665  -1.16
C 0.244 1.070 -5.333  -0.94
C 1.663 -0.753 -4.804  -1.18
C 0.826 1.704 0.524  0.40
C -2.910 0.256 -4.824  -1.13
C 0.016 -1.300 7.707  -0.95
C 0.498 -2.673 4.856  -1.00
C 1.241 0.712 7.537  -1.16
C -1.523 -0.212 -7.674  -0.97
C 4.605 2.241 -0.280  0.55
H -2.513 0.558 -3.851  0.34
H 0.889 1.686 -4.687  0.36
H -4.005 0.329 -4.784  0.39
H -2.589 -0.449 -7.714  0.36
H -0.567 -2.359 -8.718  0.34
H 0.702 -3.344 4.006  0.37
H 2.870 -1.234 4.709  0.30
H -4.410 -1.915 -4.837  0.34
H -1.167 -0.152 -8.711  0.36
H -3.061 1.397 6.113  0.35
H -2.009 -1.928 6.090  0.26
H 1.921 1.309 6.918  0.36
H -2.342 -1.322 4.447  0.29
H -2.588 1.260 4.410  0.36
H 0.662 -1.575 8.551  0.36
H -3.082 -3.064 -4.686  0.35
H -3.323 -0.853 5.849  0.39
H 2.305 -2.006 3.208  0.32
H -3.354 -1.857 -3.414  0.35
H 2.225 -0.264 3.373  0.38
H 2.089 -0.956 -5.793  0.30
H -0.734 1.531 -5.237  0.18
H 1.734 -1.669 -4.210  0.31
H 0.600 1.202 -6.359  0.32
H 1.120 -3.015 5.688  0.35
H -0.280 -2.252 7.269  0.24
H -0.163 -3.214 -7.234  0.35
H -1.862 -2.883 -7.612  0.38
H 2.290 -0.010 -4.299  0.41
H -1.596 2.196 5.546  0.37
H -0.871 -0.816 8.124  0.34
H -1.406 0.799 -7.286  0.26
H 1.809 0.400 8.421  0.34
H -0.544 -2.866 5.092  0.22
H 0.417 1.359 7.854  0.38
H -2.637 0.997 -5.575  0.28

DFT (ωB97M-V with the def2-TZVPD basis set) results for C14H36O19P3V as an isolated structure in a non-equilibrium geometry.

As for the molar mass: 652.29 g/mol. Its relative energy (zero: lowest compared OMol25 entry of this formula, charge and spin) is 854.6 kJ/mol. The value obtained for the HOMO-LUMO gap is 3.574 eV. The multiplicity is 1.

Each line ends with the Mulliken charge.
Element x y z (Å)
V 1.633 -0.778 -1.347  1.93
P -3.130 0.324 -4.424  0.94
P -4.401 0.187 6.012  1.02
P 5.924 -3.829 0.188  0.91
O -2.822 -0.085 6.186  -0.31
O -4.185 -0.566 -3.640  -0.29
O 6.739 -3.463 -1.196  -0.31
O -0.104 -4.021 -2.024  -0.76
O 2.918 0.071 -1.892  -0.54
O 1.485 -3.921 -3.397  -0.68
O -3.223 -0.184 -5.950  -0.29
O -1.759 0.269 -3.836  -0.58
O 1.465 5.003 1.034  -0.58
O 6.937 -3.201 1.302  -0.32
O -5.311 -0.434 7.045  -0.68
O 1.939 6.518 -0.605  -0.33
O -3.814 1.826 -4.527  -0.34
O -4.555 1.819 5.917  -0.31
O 4.533 -3.433 0.202  -0.58
O 0.324 -5.773 -3.258  -0.45
O 6.187 -5.406 0.359  -0.24
O -4.761 -0.259 4.446  -0.27
O 0.974 0.014 -0.129  -0.57
C -1.929 0.344 5.137  -0.71
C 6.767 -3.544 2.656  -0.68
C -4.177 -0.588 -2.204  -0.71
C 1.492 5.756 -1.661  -0.16
C -6.121 -0.371 3.976  -0.65
C 0.551 -4.534 -2.959  0.75
C -0.028 5.896 -1.802  -1.14
C -4.488 2.568 7.100  -0.66
C 5.465 -6.343 -0.392  -0.69
C 8.100 -3.839 -1.345  -0.67
C -5.118 2.063 -5.099  -0.66
C 1.922 6.075 0.653  0.80
C -3.033 -1.517 -6.343  -0.61
C 2.463 7.152 1.572  -1.05
H -5.142 2.841 -5.862  0.28
H 4.416 -6.457 -0.117  0.29
H 8.800 -3.065 -1.028  0.26
H 8.338 -4.761 -0.816  0.31
H -5.138 -0.349 -1.748  0.28
H -3.862 -2.155 -6.037  0.26
H -0.479 5.327 -0.989  0.30
H -4.164 1.937 7.928  0.32
H 7.621 -4.141 2.974  0.26
H 1.749 4.705 -1.532  0.30
H 5.513 -6.093 -1.452  0.32
H 1.964 6.184 -2.546  0.28
H -6.216 -1.099 3.170  0.23
H -1.508 -0.447 4.516  0.29
H 2.628 6.780 2.583  0.33
H -0.457 6.898 -1.818  0.31
H -5.826 2.343 -4.319  0.29
H -2.951 -1.415 -7.425  0.23
H 8.307 -4.097 -2.383  0.28
H -2.138 -1.985 -5.933  0.32
H -0.538 -5.929 -2.865  0.31
H -0.436 5.437 -2.702  0.37
H -5.598 1.158 -5.472  0.29
H -6.427 0.594 3.572  0.26
H 5.820 -4.011 2.924  0.33
H -2.333 1.074 4.435  0.33
H -1.255 0.978 5.713  0.32
H -5.421 3.039 7.409  0.25
H 1.717 7.932 1.725  0.27
H -3.967 -1.584 -1.814  0.28
H -3.476 0.135 -1.787  0.31
H -6.773 -0.578 4.826  0.32
H 6.855 -2.653 3.279  0.27
H -3.795 3.386 6.903  0.25
H 3.395 7.601 1.230  0.31
H 5.917 -7.329 -0.293  0.26

DFT (ωB97M-V with the def2-TZVPD basis set) results for C14H37FeN2O5 as an isolated structure in a non-equilibrium geometry.

As for the molar mass: 369.30 g/mol. The value obtained for the HOMO-LUMO gap (spin up / spin down) is 8.978 / 9.016 eV. The multiplicity is 6.

Each line ends with the Mulliken charge.
Element x y z (Å)
Fe -0.042 0.257 0.159  1.66
O -1.829 -0.310 -0.232  -0.61
O -0.418 -0.079 -2.720  -0.16
O -0.190 -4.230 0.934  -0.32
O 0.066 1.423 1.601  -0.55
O 1.623 -0.291 -0.411  -0.43
N -0.197 -1.552 1.288  -0.42
N -0.509 2.129 -1.167  -0.29
C 2.965 -0.080 -0.509  -0.68
C -0.548 1.171 -3.354  -1.03
C 1.032 3.601 1.158  -1.13
C 0.880 2.383 2.082  -0.22
C -1.639 3.363 -3.064  -1.71
C 1.339 -1.512 2.997  -1.79
C -2.975 0.263 0.463  -0.18
C 0.481 -3.732 2.117  -1.05
C -0.958 -5.364 1.163  -0.79
C 3.700 0.011 0.848  -0.72
C 0.585 -0.907 -3.291  -0.97
C -3.962 1.015 -0.370  -1.31
C 0.894 -2.315 1.833  0.93
C -1.336 2.027 -2.374  0.50
H 1.900 1.971 2.327  0.12
H 3.304 0.783 1.528  0.04
H -0.176 -3.764 2.973  0.46
H -2.398 3.904 -2.498  0.36
H -4.911 1.091 0.190  0.42
H 0.432 1.638 -3.593  0.42
H -0.879 2.720 -0.443  0.29
H 0.470 2.690 3.070  0.27
H -2.267 1.518 -2.088  -0.16
H -1.120 1.113 -4.244  0.52
H 1.391 3.363 0.130  0.15
H -2.482 0.881 1.227  0.20
H -3.719 2.000 -0.709  0.24
H 1.601 -0.585 -3.101  0.33
H 0.610 -1.638 3.809  0.46
H -3.507 -0.503 1.063  0.38
H -2.098 3.295 -4.013  0.47
H 1.294 -0.452 2.823  0.32
H -0.880 -1.260 2.009  0.27
H -0.678 3.832 -3.194  0.40
H 0.120 4.143 1.001  0.31
H 1.758 4.293 1.614  0.42
H -1.927 -5.016 1.214  0.35
H 0.419 2.393 -1.496  0.31
H -4.138 0.447 -1.320  0.26
H 3.417 -0.856 -1.176  0.32
H -1.003 -6.071 0.308  0.24
H 1.692 -2.403 1.072  0.07
H 3.536 -0.910 1.423  0.12
H 3.243 0.848 -1.008  0.34
H 0.557 -1.936 -2.906  0.22
H 1.362 -4.302 2.371  0.37
H 0.343 -0.937 -4.353  0.43
H -0.749 -2.049 0.595  0.58
H 2.298 -1.793 3.398  0.39
H 4.843 0.236 0.784  0.34
H -0.619 -5.958 2.064  0.30